{"formula": "C64H180N12O20", "method": "ωB97M-V with the def2-TZVPD basis set", "homo_lumo_gap_ev": 8.379, "multiplicity": 1, "e_above_lowest_kcal_mol": 0.0, "symbols": ["N", "H", "H", "H", "H", "C", "H", "C", "H", "H", "C", "H", "H", "C", "C", "H", "O", "H", "H", "C", "C", "N", "H", "C", "H", "N", "H", "H", "H", "H", "H", "C", "N", "O", "C", "H", "H", "H", "C", "C", "H", "C", "H", "H", "H", "H", "H", "H", "H", "H", "O", "O", "H", "O", "C", "H", "H", "H", "O", "H", "H", "H", "N", "C", "H", "H", "H", "H", "C", "C", "H", "H", "H", "H", "H", "H", "H", "H", "C", "H", "O", "C", "H", "N", "C", "H", "H", "H", "H", "C", "O", "C", "H", "H", "H", "H", "N", "H", "H", "H", "H", "H", "H", "H", "H", "H", "H", "H", "H", "H", "H", "O", "H", "C", "C", "C", "H", "H", "H", "H", "H", "H", "C", "H", "H", "C", "H", "H", "H", "N", "C", "H", "C", "H", "H", "H", "H", "H", "H", "C", "H", "H", "H", "H", "H", "H", "H", "C", "H", "H", "C", "H", "C", "H", "H", "H", "C", "H", "C", "H", "H", "H", "H", "H", "C", "C", "C", "H", "H", "H", "H", "H", "C", "H", "H", "H", "H", "N", "C", "O", "H", "H", "O", "H", "C", "H", "H", "H", "H", "C", "C", "C", "H", "H", "H", "H", "H", "H", "H", "O", "C", "H", "C", "H", "C", "H", "H", "N", "H", "O", "C", "H", "O", "O", "H", "H", "H", "H", "H", "C", "O", "H", "C", "H", "H", "C", "H", "H", "O", "N", "H", "C", "C", "H", "H", "C", "C", "H", "H", "H", "H", "H", "H", "H", "H", "C", "C", "H", "H", "H", "C", "O", "N", "O", "H", "H", "C", "H", "H", "H", "C", "H", "C", "H", "H", "H", "C", "H", "C", "O", "H", "C", "H", "H", "H", "H"], "coordinates": [[4.5678, 0.8297, 4.4264], [-0.4865, -2.0162, 2.0206], [1.4135, -2.5501, 4.4382], [4.3771, -4.3984, -2.0224], [-1.0955, 5.5845, 2.5586], [2.8952, -5.4102, 4.2663], [-0.0557, 6.9607, 2.0823], [0.5858, 3.5678, -2.9565], [5.9770, 0.2888, -2.8279], [-0.6576, -6.5987, 2.3884], [2.1809, -1.7923, 4.5964], [-1.4762, -0.0876, -3.2563], [3.2665, 5.1642, 2.2418], [2.4724, -3.1351, -5.1597], [2.5223, 4.6899, -7.4967], [2.1157, 3.3039, 1.7019], [5.2575, 2.2411, 1.9030], [4.6767, -3.9380, 0.1866], [0.9908, 0.6311, -2.8260], [-0.1528, 2.2257, 8.4450], [0.1270, 0.3080, -6.2788], [3.8514, 5.2103, -7.6202], [0.0072, -1.7101, -0.1976], [-5.9637, 3.0094, 0.2815], [-2.4771, -3.8744, -5.8303], [-0.3138, 5.5697, -3.8889], [-5.4718, 0.1916, -1.6924], [-5.8830, -3.6478, 5.8785], [3.6898, -2.6928, 0.9172], [-1.6079, 4.7706, -7.3020], [-2.9348, -1.3499, -4.3514], [-4.1854, -2.5326, 0.3820], [2.8930, 3.4580, 1.0758], [-3.7071, -3.7145, 1.0424], [-5.6058, 0.8203, -3.5273], [1.8888, -2.8457, -7.1881], [5.1159, 4.8896, 0.5555], [-2.1750, 3.1441, -2.4843], [-5.5519, 4.5161, -1.5275], [-4.5017, -3.7234, 4.3337], [2.0965, -0.4170, -2.0109], [5.6691, -0.5561, -3.4438], [1.2827, -0.8204, 3.1002], [3.7358, 0.4124, 4.0342], [-0.6023, -5.8239, -1.7965], [-1.0234, -6.3208, 0.7941], [-1.1631, 1.8571, -5.4307], [-6.5681, 4.8877, -1.3961], [6.6136, -1.0697, -3.6234], [0.5991, -4.6011, 1.6014], [-5.4780, 3.2378, -1.0670], [-4.1915, -5.1817, -4.4129], [6.0287, 2.7975, 5.5219], [-0.0169, -0.6040, -5.1776], [-1.5890, -2.7826, 6.4344], [-0.1113, 3.3027, 6.6104], [-6.3695, 1.5580, -5.3786], [3.3750, 1.3471, 6.0190], [0.6752, 5.0724, 1.6784], [-3.5254, -4.1387, 4.0837], [2.1729, -6.1536, 2.3903], [4.0748, 5.1684, -0.6902], [-2.6315, -1.8660, -5.1649], [-3.6677, -0.0106, 3.6666], [4.4439, 4.5345, -8.0809], [2.0130, -3.6020, -4.2884], [5.2979, -0.1643, -4.3908], [-4.0283, -0.9189, 6.1516], [1.2397, -6.9031, -1.4015], [4.2080, 5.4575, 0.3523], [1.0198, -7.1229, -0.3568], [-2.7480, -3.7139, 1.0005], [2.9473, 2.4936, -2.3479], [-5.5861, -5.3272, 5.2999], [0.0881, -0.3993, -7.1072], [5.7355, -2.2074, -1.4200], [-2.8980, 3.6582, 1.9795], [-6.2801, -5.1299, -4.3375], [-0.4720, -4.4414, 1.7252], [-0.9848, -0.7083, 6.4565], [-2.7673, -0.6744, 4.5241], [3.2369, 2.8831, 4.6865], [-2.1504, -2.9054, -2.9719], [2.6316, -1.7286, -4.8485], [-1.8984, -1.2692, 6.6533], [2.6566, -2.1782, -1.2823], [4.3077, 5.2046, -6.7191], [-1.9096, 1.5424, 9.0549], [2.2900, -6.6120, -1.3856], [-5.4142, -5.7192, -4.0358], [3.9220, -5.7699, 5.1810], [-1.0435, 1.1625, -6.2621], [4.9890, 2.9906, 6.9133], [-2.6542, 4.8156, -2.9638], [-4.4487, -4.4743, 6.3831], [3.4494, 2.6795, -7.5594], [-0.9502, 1.2494, 9.1731], [4.5790, -3.4355, -4.7570], [-2.0920, 0.8902, -1.8562], [-3.8644, -2.6844, -0.6485], [-1.3993, -3.0830, 5.4039], [3.1210, -2.3303, 4.4749], [1.0883, 0.8191, -6.3321], [3.3161, -1.6652, -4.1086], [2.2063, 4.7743, -8.5364], [-0.9562, 0.4392, 8.5701], [-5.9040, 2.8465, -4.3490], [-5.3856, -5.8052, -2.9496], [3.1328, -0.6409, 6.2247], [1.8342, 1.8797, 9.1631], [1.0564, -7.7162, -2.1038], [-5.3238, -4.0114, 3.1899], [2.6097, 3.1381, -6.0293], [3.5986, -2.7264, -1.2918], [-0.5842, 4.9978, -7.5994], [2.9118, 3.4300, -2.9047], [1.5275, -4.4556, -6.5197], [-1.4453, -0.1139, 1.0403], [-5.2781, 4.5529, -2.5819], [-1.1680, -0.8514, 3.0326], [-1.6607, -1.6107, -5.2768], [3.7218, 4.1006, -2.6177], [-4.9996, 3.5668, 1.4035], [-0.5897, 5.9972, -8.0345], [5.7167, 1.7928, -0.0059], [1.7079, 5.4837, 0.8063], [4.1943, -3.1187, -6.3758], [0.1204, 3.0611, 9.0897], [6.0137, -0.2529, 2.3513], [-5.3851, 3.1059, 2.7558], [-0.5181, 4.6240, -2.8669], [-1.9310, -4.5272, -3.3697], [2.5909, 3.1858, -7.1181], [-0.3736, -4.0286, -0.0616], [-0.8367, 1.7749, 6.3763], [-6.1103, 1.6679, -1.7653], [0.3854, 2.8100, -2.1992], [1.8367, -4.3292, -1.5811], [0.6031, -5.5578, -3.0428], [1.0347, -0.1935, -2.1146], [-2.4277, -3.4006, 6.7550], [-6.9037, 3.5377, 0.4407], [-4.9264, 5.2574, -1.0301], [4.6307, -0.8555, -1.0551], [-1.0062, 1.8865, -7.0760], [-0.7280, 1.6755, 2.5637], [-3.7366, 1.0402, 3.9481], [1.2593, 1.6329, 8.2705], [-5.9307, -1.4020, -0.0489], [-3.1032, 3.6371, 0.2628], [-2.2059, -0.0169, -2.4497], [0.5815, 3.1797, -3.9751], [-3.0281, -0.5510, 5.9227], [4.2942, 6.5414, 0.4288], [3.8199, -6.5489, 2.5107], [-2.0652, -0.9457, -1.8968], [4.9808, -5.6218, -6.2884], [-2.2509, -5.7978, 1.9082], [3.0496, 4.8974, 1.2075], [-4.8429, -3.3727, -5.3000], [-3.0312, 2.7234, 5.5395], [1.9010, -5.3417, 4.7078], [4.4167, 2.6643, 1.7144], [-5.3482, -6.7590, -4.3563], [5.3024, 2.2800, 6.1486], [1.5408, -3.3864, -6.3080], [-0.3925, 5.9592, 1.8147], [-3.5813, 1.0059, -4.4652], [-6.1491, -3.1726, 0.0526], [-5.5033, 3.9324, 3.3242], [5.8510, 1.4517, 6.5971], [3.8751, -3.3589, -3.0255], [-4.1427, -3.7372, -4.5484], [2.1558, 5.5959, -5.6644], [1.9017, -1.6906, 6.8736], [0.5207, -3.0836, -6.0720], [3.0789, 3.1524, -3.9454], [-0.3889, -1.1032, 2.4413], [3.7312, -3.4039, 0.0921], [0.3282, 4.8852, -6.4771], [1.0079, 1.4117, 2.1151], [1.8633, 6.5622, 0.8335], [-1.0175, -3.8496, 0.6276], [-3.2983, 2.1545, 1.0716], [4.7569, -1.7744, -1.6276], [-4.7041, -0.3452, 3.6224], [1.4350, 6.5271, -6.9774], [1.4950, -0.2443, 5.9588], [2.9607, -1.3308, -5.7166], [5.4695, 1.3187, 0.9440], [-5.1343, -4.3653, 5.5427], [-1.9171, 4.0209, -3.0783], [1.4842, -0.9710, 0.4511], [-7.4391, 1.9558, -4.0643], [-0.7382, -3.2979, -3.9545], [3.1084, -4.4360, 3.8265], [-0.6433, -2.9249, 6.9575], [-4.4439, -3.3173, -3.5887], [-5.7603, -0.1595, -3.9792], [3.7509, -5.0394, -5.8221], [0.4449, -0.7858, 0.1794], [1.6853, 5.4828, 5.9440], [4.0966, 1.8156, 5.3497], [-3.0571, 0.5142, 6.1522], [-4.0823, 1.0169, -3.4973], [1.0229, 4.5134, 4.6912], [0.5901, -1.0711, -2.5839], [-6.1688, 0.7445, -2.1705], [-6.0800, -2.2032, 1.5291], [2.1347, -0.8092, 3.5424], [2.9197, -6.4670, 3.1198], [1.4853, 5.1257, -0.1988], [2.6699, 3.7152, 5.6652], [-2.0629, 3.1209, 7.3430], [-0.3186, 4.2735, -8.3694], [-3.8300, 1.9707, -3.0339], [0.7771, -1.1186, -5.0157], [5.0638, 1.3126, 3.6910], [-0.6910, -3.8641, 2.6234], [-6.3865, 1.8692, -4.3341], [-3.5001, -0.1067, -2.9170], [1.7538, 2.0889, 7.4128], [-1.7900, -3.5308, -3.7887], [1.3149, 0.5619, 8.0759], [2.5412, 5.4206, 4.4073], [0.4673, -5.7090, -1.9719], [-1.5115, -1.7930, 8.5872], [-3.6373, -1.6434, 0.6936], [4.7188, -1.4747, -2.9757], [3.5472, -3.8537, -2.2083], [4.5167, 0.8516, 0.6947], [-2.7153, -3.2841, -4.9454], [-5.6872, -2.3013, 0.5170], [5.6090, -5.5954, -5.3980], [-0.3676, 5.0813, -1.8890], [-0.0326, 1.3171, 1.8046], [6.4405, 0.1994, 1.4561], [-2.1247, 4.2601, 5.7152], [-6.0432, 1.9386, 0.4695], [4.9480, -6.6811, -6.5433], [-1.9834, 3.6994, -4.1177], [-2.9977, -1.7002, 8.2080], [2.9143, -4.1035, 0.2691], [-0.3216, 5.1175, -4.7920], [-4.6433, -3.9599, 2.5147], [3.8367, -3.6844, -5.5155], [1.9735, 4.8262, 5.1231], [1.6650, 2.6668, -7.3660], [-4.3976, -2.6452, 4.4556], [0.6477, 5.8686, -3.8094], [-2.7563, 3.5292, 6.2202], [0.9700, -4.5869, -1.2585], [-2.1305, -1.2097, 8.0424], [0.4923, 0.2240, -0.8834], [6.6077, -0.6093, 0.7447], [2.4417, 2.4182, 4.1037], [-0.3978, -0.1434, 1.3404], [3.8997, 3.4721, 4.0526], [-3.7072, 3.9767, 6.5096], [7.4283, 0.6215, 1.6412], [-0.7739, 2.5883, 7.0991], [5.5483, -5.1228, -7.0739], [-1.1713, -5.8615, 1.7714], [2.5032, 3.2424, 0.1694], [-3.3176, 0.0594, 2.6367], [3.5385, -6.3531, 5.8400], [1.5861, 5.5194, -6.5905], [-1.9905, 0.6235, -6.2879], [-3.5033, 3.2189, 1.1865], [1.7794, 4.2595, -2.7136], [-0.9514, 5.9339, 0.8792], [2.1700, -1.0992, 5.9983], [-5.0132, 4.6566, 1.4192], [-6.2851, 2.6583, 2.8547], [-0.0943, 1.9956, 0.9537], [2.7114, -7.4344, 3.5770]], "forces_ev_per_angstrom": [[-0.34, -0.51, -0.19], [-0.46, -0.15, 0.33], [-0.45, 0.18, 0.25], [0.10, -0.64, 0.41], [0.32, -0.08, 0.27], [1.03, -1.03, -1.63], [-0.09, 0.15, -0.07], [-1.28, 0.45, 0.35], [-0.80, 0.02, 0.66], [-0.35, 0.23, 0.77], [0.45, 0.69, 0.19], [0.19, 0.52, -0.24], [-0.13, -0.28, 0.19], [-0.23, -0.53, 0.19], [-0.22, -1.20, -1.45], [-0.21, -0.74, 0.28], [0.99, 1.31, 1.92], [0.09, -0.08, -0.13], [-0.35, 0.01, 0.09], [1.29, -1.31, -0.12], [0.64, -2.67, 0.29], [1.34, 0.98, 0.95], [-0.26, -0.01, 0.09], [1.61, 1.33, 0.66], [0.30, 0.19, -0.18], [0.28, 1.76, -0.51], [-0.07, -0.32, 0.65], [-0.45, -0.38, 0.15], [0.07, 0.19, 0.04], [0.23, -0.02, 0.54], [-0.35, -0.14, 0.16], [0.61, 0.00, -0.10], [0.42, -0.38, 0.89], [-1.03, 0.37, 0.65], [-0.52, 0.14, 0.07], [-0.08, 0.01, -0.24], [0.24, 0.48, 0.70], [0.17, 0.23, 0.33], [-0.63, 1.86, -0.35], [-0.35, -0.76, -0.64], [0.33, -0.04, 0.12], [0.91, -0.11, -0.83], [-1.07, -0.35, 0.01], [0.03, -0.41, -0.62], [-0.03, 0.30, 0.14], [-0.08, 0.30, -0.39], [0.56, -0.30, 0.64], [-0.35, 0.21, -0.29], [0.15, -0.24, -0.24], [0.17, 0.24, 0.22], [0.31, -1.88, 1.90], [1.30, 1.74, -1.34], [-0.02, 0.10, -0.30], [-0.26, 0.83, 0.70], [-0.08, 0.84, -1.89], [-0.04, 0.59, -0.14], [-0.06, 0.02, -0.17], [0.24, -0.26, 0.37], [0.90, -0.64, 0.77], [0.38, 0.01, 0.43], [-0.51, -0.46, -0.01], [-0.52, 0.38, -0.29], [-0.83, 0.69, -1.58], [-0.15, 1.46, 0.20], [-0.19, -0.05, -0.71], [0.41, -0.32, 0.19], [0.03, -0.03, 0.00], [-0.14, -0.48, 0.16], [-0.09, 0.36, -1.08], [-0.61, -1.15, -0.33], [-0.54, -0.14, -0.19], [0.39, -0.02, -0.40], [-0.36, 0.06, 0.49], [0.05, 0.12, 0.00], [0.06, 0.54, -0.88], [0.15, -0.28, 0.48], [-0.09, -0.27, 0.23], [-0.09, -0.30, -0.34], [-0.69, -3.30, 1.57], [0.15, 0.07, -0.35], [-0.05, -0.65, -0.53], [0.88, 0.38, 0.18], [0.14, 0.34, 0.07], [-0.99, -0.15, -0.48], [0.81, -1.22, -0.62], [0.00, -0.06, -0.39], [0.00, 0.45, 0.65], [-0.46, 0.18, 0.48], [0.17, -0.28, -0.38], [0.62, -0.52, 1.13], [-0.26, 0.58, 0.42], [-1.69, 2.21, -0.30], [0.12, -0.01, 0.19], [-0.11, -0.11, 0.17], [0.17, -0.12, -0.07], [-0.09, 0.10, 0.00], [-0.12, 0.43, -0.25], [0.23, -0.38, 0.46], [0.40, -0.12, 0.26], [-0.57, 0.30, -0.49], [0.03, 0.18, -0.29], [0.15, 0.07, 0.08], [0.05, 0.15, 0.46], [0.15, 0.65, -0.11], [-0.80, -0.22, -0.06], [0.06, -0.48, 0.26], [-0.07, 0.18, 0.39], [-0.56, 0.24, 0.43], [0.19, -0.30, -0.21], [0.13, -0.31, -0.07], [0.30, -0.56, 0.50], [0.20, 0.33, 1.03], [0.44, -0.22, 0.17], [0.56, -0.84, 2.14], [0.83, -0.10, 0.20], [0.60, 1.10, -0.09], [0.01, 0.10, -0.15], [-0.08, 0.35, -0.86], [-0.12, -0.25, -0.01], [-0.12, -0.63, 0.49], [0.12, 0.07, -0.17], [0.39, -0.46, 0.07], [0.78, -0.55, -0.53], [0.22, 0.14, 0.08], [0.92, -0.02, -0.32], [0.42, 0.88, 0.16], [-0.02, 0.18, -0.54], [-1.09, 0.66, -0.29], [0.16, 0.19, 0.11], [-0.16, 0.38, 0.08], [-0.31, -1.79, 0.28], [0.47, -0.39, -0.21], [-1.28, 0.77, 0.55], [0.15, 0.14, -1.13], [-0.03, -0.70, 0.19], [0.00, 0.06, -0.08], [0.32, -0.50, 0.02], [0.61, -0.15, -0.62], [0.16, -0.24, -0.09], [0.75, 0.13, 0.11], [0.22, -0.01, 0.45], [-0.38, -0.26, -0.26], [0.46, -0.16, 0.37], [0.16, 0.13, 0.33], [-0.13, -0.24, -0.55], [0.11, -0.18, 0.16], [-0.07, 0.29, 0.24], [0.17, 0.28, -0.55], [-0.15, -0.07, -0.10], [-0.24, 0.30, -0.22], [0.53, -0.25, 0.11], [0.04, -0.50, -0.15], [0.18, -0.13, -1.10], [0.26, -0.18, 0.09], [0.43, 0.29, 0.62], [0.23, 0.28, 0.60], [0.53, 0.18, 1.74], [0.14, 0.00, 0.41], [0.07, 0.53, -0.89], [-0.20, -0.17, -0.20], [0.30, -0.33, -0.23], [-0.02, -0.19, 0.20], [-0.90, 0.53, -0.21], [-0.78, 0.08, -0.48], [-0.28, 0.95, 0.23], [-0.48, -0.07, -0.18], [-0.50, -0.25, -0.54], [-0.63, 0.73, -0.85], [-0.44, 0.15, 0.01], [0.23, 0.05, 0.29], [-0.36, -0.12, 0.03], [-0.57, -0.67, -1.14], [0.24, -0.60, 0.11], [-0.80, -0.11, 0.71], [-0.10, -0.43, -0.27], [-0.01, 0.11, -0.07], [-0.28, 0.07, -0.31], [0.83, 0.57, 0.01], [0.09, 1.03, 0.43], [-0.74, -0.23, -0.16], [-0.01, -0.32, 0.49], [-0.58, 0.38, -0.20], [-0.24, 1.97, -1.31], [-0.19, -0.19, 0.45], [-0.29, -0.04, 1.30], [-0.02, -0.72, 0.35], [0.25, 0.13, -0.13], [-0.32, -0.09, -0.08], [0.42, 0.68, 0.10], [0.08, -2.51, -1.18], [-0.03, 0.69, 0.38], [0.37, 0.23, 0.02], [0.12, -0.15, 0.53], [0.20, -0.08, 0.35], [0.01, -0.09, -0.20], [0.25, 0.08, 0.30], [-0.27, -0.47, 0.29], [0.08, 0.36, 0.24], [-0.10, -0.09, -0.11], [0.41, -1.16, -1.12], [-0.11, 2.48, -0.70], [0.26, -0.02, 0.18], [-0.18, -0.21, 0.95], [0.27, 0.15, 0.43], [0.12, 0.30, -1.32], [-0.04, -0.17, -0.51], [-0.47, -0.12, 0.23], [0.44, -0.46, -0.45], [0.40, -0.06, 0.05], [1.30, -0.25, 0.93], [-0.78, 0.83, 0.35], [-0.05, 0.33, -0.37], [-0.18, 0.85, 0.21], [0.06, -0.51, 0.96], [0.14, 0.01, -0.13], [0.06, -0.03, 0.59], [0.88, 0.03, 0.02], [0.07, -0.08, -0.31], [0.12, -0.04, 0.14], [0.77, -0.38, -0.87], [-1.71, -0.94, 1.10], [0.15, 0.27, 0.06], [-0.23, -1.30, 1.25], [-0.36, -0.11, 0.25], [0.23, -0.20, -0.15], [0.90, -0.33, 1.03], [0.67, 0.17, -0.16], [0.18, 0.12, 0.48], [-0.51, 0.63, -0.76], [0.42, 0.96, -1.00], [-0.40, -0.55, 0.00], [-0.51, -0.43, 1.15], [0.56, -0.64, -0.48], [0.63, -0.04, 0.01], [-0.43, 0.19, 0.20], [0.30, -1.01, -1.14], [-0.37, 0.90, -0.69], [-0.25, 0.25, -0.57], [-0.19, -0.04, -0.48], [-0.97, 0.15, -0.08], [0.02, -0.06, -0.19], [-0.60, 0.21, 0.19], [0.01, -0.03, -0.24], [-0.34, -0.08, -0.14], [-0.25, -0.09, -1.24], [0.15, -0.07, -0.24], [-0.42, -0.25, 0.75], [0.05, -0.07, -0.29], [0.11, 0.09, 0.14], [0.16, 0.49, 0.05], [-0.05, 0.44, -0.43], [-1.76, 0.93, 0.68], [-1.45, 0.64, 2.26], [-0.60, -0.61, 0.41], [-0.26, 0.07, -0.30], [-0.05, -0.23, -0.32], [0.18, 0.14, -0.43], [-0.03, 0.25, -0.51], [0.16, 0.19, 0.25], [-0.06, 0.06, 0.35], [0.23, 0.85, 0.40], [-0.60, 0.55, -0.27], [1.21, 0.24, -0.18], [0.10, -0.01, -0.45], [0.45, -0.62, 0.02], [0.06, -0.04, 0.07], [0.76, -0.49, -1.54], [0.16, -0.27, -0.30], [-0.31, 0.12, -0.66], [0.67, -0.95, 0.13], [-0.18, 0.62, -0.25], [-0.13, 0.27, -0.76], [-0.35, 0.16, -0.29], [-0.18, -0.33, -0.60], [-0.33, -0.05, -0.15], [-0.22, -0.12, -0.39]]}